{"formula": "C22H27N3O2Rh", "method": "ωB97M-V/def2-TZVPD", "energy_ev": -34797.644, "total_charge": 3, "orbital_gap_ev": [7.33, 4.18], "s2": 6.029, "relative_energy_kj_mol": 42.8, "spin_multiplicity": 5, "homo_ev": [-17.41, -17.39], "mol_weight_g_mol": 468.38, "elements": ["Rh", "C", "C", "C", "C", "C", "C", "C", "H", "H", "H", "H", "H", "H", "H", "H", "C", "N", "C", "C", "C", "N", "C", "O", "N", "H", "H", "H", "H", "H", "H", "H", "C", "C", "C", "C", "C", "C", "C", "O", "C", "C", "C", "H", "H", "H", "H", "H", "H", "H", "H", "H", "H", "H", "H"], "xyz": [[-0.206, 0.173, 0.384], [-0.140, 0.918, 3.827], [0.569, 1.118, 2.544], [1.570, 0.203, 2.109], [2.303, 0.446, 0.936], [2.018, 1.578, 0.150], [1.058, 2.511, 0.588], [0.362, 2.297, 1.780], [0.379, 1.500, 4.597], [-0.133, -0.119, 4.153], [-1.158, 1.300, 3.793], [1.844, -0.627, 2.753], [3.137, -0.196, 0.677], [2.617, 1.789, -0.728], [0.903, 3.426, 0.031], [-0.320, 3.052, 2.149], [-4.388, 2.637, -0.081], [-4.135, 1.220, -0.124], [-5.126, 0.319, -0.279], [-4.854, -1.010, -0.414], [-3.488, -1.424, -0.393], [-2.538, -0.519, -0.129], [-2.845, 0.779, -0.012], [-1.898, 1.572, 0.204], [-3.114, -2.678, -0.621], [-5.459, 2.821, -0.136], [-3.888, 3.124, -0.921], [-3.982, 3.061, 0.838], [-6.135, 0.710, -0.306], [-5.647, -1.730, -0.538], [-3.778, -3.376, -0.919], [-2.128, -2.878, -0.701], [-0.660, -8.404, 0.452], [-0.247, -7.000, 0.332], [-0.643, -6.020, 1.255], [-0.296, -4.682, 1.107], [-0.751, -3.697, 2.123], [0.501, -4.302, -0.013], [0.812, -2.924, -0.293], [0.130, -1.959, 0.062], [1.007, -5.296, -0.903], [1.898, -4.957, -2.041], [0.591, -6.609, -0.730], [-1.290, -8.580, 1.318], [0.218, -9.061, 0.487], [-1.180, -8.726, -0.459], [-1.238, -6.318, 2.106], [-0.941, -4.194, 3.071], [-1.689, -3.234, 1.810], [-0.025, -2.901, 2.275], [1.718, -2.768, -0.897], [1.466, -4.192, -2.685], [2.102, -5.832, -2.651], [2.865, -4.594, -1.682], [0.924, -7.357, -1.434]]}

---

{"formula": "C22H27N3O3", "method": "ωB97M-V/def2-TZVPD", "energy_ev": -33866.999, "smiles": "CC(=O)NCC(=O)N(C)[C@H](C(=O)Nc1ccc(C(C)C)cc1)c1ccccc1", "orbital_gap_ev": 9.16, "relative_energy_kj_mol": 120.8, "homo_ev": -8.53, "mol_weight_g_mol": 381.48, "elements": ["C", "C", "O", "N", "H", "C", "H", "H", "C", "O", "N", "C", "H", "H", "H", "C", "C", "C", "C", "C", "C", "C", "H", "H", "H", "H", "H", "C", "O", "N", "C", "C", "C", "C", "C", "C", "H", "H", "C", "C", "H", "H", "H", "C", "H", "H", "H", "H", "H", "H", "H", "H", "H", "H", "H"], "xyz": [[2.609, 0.771, -6.719], [3.046, 0.044, -5.467], [3.800, -0.907, -5.462], [2.546, 0.581, -4.327], [1.772, 1.231, -4.370], [2.692, -0.081, -3.056], [3.400, 0.467, -2.419], [3.089, -1.084, -3.240], [1.335, -0.134, -2.366], [0.390, 0.510, -2.800], [1.248, -0.906, -1.268], [2.348, -1.665, -0.721], [3.267, -1.082, -0.743], [2.500, -2.597, -1.271], [2.116, -1.897, 0.317], [-0.064, -1.062, -0.640], [-0.450, -2.527, -0.598], [-0.875, -3.113, -1.787], [-1.211, -4.453, -1.829], [-1.132, -5.223, -0.680], [-0.710, -4.646, 0.504], [-0.366, -3.305, 0.548], [-0.033, -2.870, 1.477], [-0.644, -5.241, 1.403], [-1.397, -6.269, -0.710], [-1.538, -4.896, -2.758], [-0.936, -2.511, -2.682], [-0.059, -0.378, 0.735], [0.685, -0.721, 1.631], [-0.956, 0.633, 0.820], [-1.265, 1.447, 1.920], [-0.669, 1.303, 3.168], [-1.045, 2.130, 4.209], [-2.011, 3.115, 4.045], [-2.594, 3.254, 2.792], [-2.231, 2.434, 1.742], [-2.699, 2.557, 0.774], [-3.346, 4.013, 2.633], [-2.426, 4.008, 5.188], [-3.043, 3.184, 6.320], [-3.396, 3.839, 7.114], [-2.313, 2.497, 6.741], [-3.886, 2.604, 5.950], [-1.240, 4.828, 5.700], [-0.470, 4.181, 6.111], [-0.803, 5.409, 4.890], [-1.565, 5.513, 6.480], [-3.187, 4.704, 4.818], [-0.570, 1.997, 5.170], [0.082, 0.547, 3.319], [-1.479, 0.861, -0.016], [-0.759, -0.540, -1.309], [2.843, 1.830, -6.640], [3.123, 0.350, -7.578], [1.535, 0.659, -6.853]]}

---

{"formula": "C22H27N3O4", "method": "ωB97M-V/def2-TZVPD", "energy_ev": -35896.323, "orbital_gap_ev": 7.62, "relative_energy_kj_mol": 1868.6, "homo_ev": -7.24, "mol_weight_g_mol": 397.47, "elements": ["C", "C", "C", "C", "C", "C", "C", "C", "H", "H", "H", "H", "C", "O", "N", "H", "C", "H", "H", "C", "O", "O", "C", "C", "H", "H", "H", "H", "C", "O", "N", "C", "C", "C", "C", "C", "C", "H", "H", "N", "C", "H", "H", "H", "C", "H", "H", "H", "H", "H", "H", "H", "H", "H", "H", "H"], "xyz": [[5.176, 3.631, -3.369], [4.292, 2.734, -2.483], [3.367, 3.158, -1.606], [2.752, 2.466, -0.779], [2.933, 1.250, -0.912], [3.995, 0.617, -1.692], [4.777, 1.465, -2.469], [5.551, 0.746, -3.705], [5.611, -0.342, -3.609], [6.552, 1.175, -3.403], [5.362, 0.819, -4.633], [4.115, -0.617, -1.946], [2.169, 0.405, 0.056], [1.114, 0.419, 0.529], [2.827, -0.863, 0.473], [3.868, -1.140, 0.271], [2.156, -1.690, 1.493], [2.927, -2.542, 1.867], [1.589, -1.425, 2.231], [1.096, -2.606, 0.772], [0.285, -3.306, 1.128], [1.132, -2.265, -0.508], [-0.132, -2.683, -1.352], [-0.051, -4.125, -1.537], [-1.144, -4.430, -2.518], [0.647, -4.394, -2.150], [-0.291, -4.425, -0.701], [-0.059, -2.171, -2.355], [-1.397, -2.070, -0.716], [-2.533, -2.679, -0.970], [-1.454, -1.084, -0.105], [-2.478, -0.267, 0.509], [-3.793, -0.777, 0.679], [-4.719, 0.110, 1.336], [-4.378, 1.216, 2.050], [-3.086, 1.350, 2.056], [-2.212, 0.856, 1.188], [-0.974, 1.137, 1.566], [-2.730, 2.398, 2.560], [-5.229, 1.759, 2.729], [-6.691, 1.368, 3.091], [-6.924, 1.021, 2.088], [-6.552, 0.428, 3.475], [-7.261, 2.166, 3.453], [-4.900, 2.867, 3.520], [-4.563, 3.752, 3.176], [-4.392, 2.618, 4.529], [-5.953, 3.501, 4.190], [-5.805, -0.477, 1.247], [-3.915, -1.690, 0.106], [-0.562, -0.572, 0.022], [2.055, 2.802, -0.126], [3.148, 4.261, -1.622], [4.944, 3.473, -4.379], [6.202, 3.577, -3.163], [4.973, 4.562, -3.091]]}